An isolated molecule of C2H3N3O in a non-equilibrium geometry. Source: the OMol25 dataset; level of theory: ωB97M-V with the def2-TZVPD basis set.

Its LUMO energy is 0.62 eV. As for the HOMO energy: -0.3280 hartree. Its total energy is -8635.928 eV. The calculation puts the energy above the lowest of the compared OMol25 structures with the same formula, charge and spin at 4.5663 eV. Its charge is 0. The calculation puts the orbital gap at 9.546 eV.

Last column: Löwdin charge in e.
Positions of all 9 atoms, in Å:
O 1.63360 -1.14469 -0.07018  0.008
N -0.28524 1.59486 -0.04714  -0.005
N 0.56166 -0.35140 -0.40407  -0.191
N -1.16589 0.59087 0.27874  0.002
C 0.82420 1.01683 -0.49210  -0.140
C -0.66824 -0.60992 0.05170  -0.066
H -2.01806 0.80114 0.77407  0.151
H 2.35581 -0.50645 -0.24431  0.095
H -1.20546 -1.54620 0.13236  0.145